[1]
DFT (wB97M-V/def2-TZVPD) results for C29H33Cl2N2OSe2Si2SnTe2 as an isolated structure in a non-equilibrium geometry.

Cartesian coordinates (Å):
1 Sn 0.3847 0.2213 0.3984
2 Se 0.0250 0.3120 3.0535
3 Te 2.3457 0.7292 3.9205
4 Te 3.6469 -0.7223 2.0577
5 Se 3.2026 0.7668 0.1501
6 Cl -4.6927 -0.0175 -0.2179
7 C -3.5574 -0.0173 -1.5141
8 C -4.0196 -0.1295 -2.8174
9 C -3.1309 -0.0996 -3.8628
10 Cl -3.7335 -0.2297 -5.4876
11 C -1.7532 0.0529 -3.6343
12 C -0.7775 0.1582 -4.6458
13 C 0.5326 0.3663 -4.3083
14 C 0.8706 0.4392 -2.9522
15 N -0.0079 0.2766 -2.0066
16 C -1.3007 0.1330 -2.2903
17 C -2.2070 0.1055 -1.1844
18 O -1.8329 0.2128 0.0261
19 H -5.0777 -0.2330 -2.9975
20 H -1.0848 0.0857 -5.6799
21 H 1.2908 0.4717 -5.0702
22 H 1.8782 0.6387 -2.6193
23 N 0.2073 2.2304 -0.3226
24 C 0.0516 3.4538 -0.1112
25 C -0.0390 4.2764 -1.3508
26 C -0.7381 3.7618 -2.4395
27 C -0.7017 4.4058 -3.6598
28 C 0.0401 5.5680 -3.8040
29 C 0.7243 6.0934 -2.7209
30 C 0.6815 5.4559 -1.4935
31 C 0.0150 4.1432 1.2007
32 C -0.8903 5.1679 1.4617
33 C -0.9276 5.7564 2.7127
34 C -0.0624 5.3392 3.7103
35 C 0.8579 4.3372 3.4499
36 C 0.8937 3.7459 2.2020
37 H -1.2957 2.8460 -2.3102
38 H -1.2368 3.9920 -4.5031
39 H 0.0914 6.0624 -4.7634
40 H 1.3090 6.9955 -2.8383
41 H 1.2299 5.8575 -0.6531
42 H -1.5716 5.4960 0.6894
43 H -1.6421 6.5416 2.9158
44 H -0.1000 5.7970 4.6885
45 H 1.5424 4.0052 4.2213
46 H 1.6281 2.9824 1.9764
47 C -2.6055 -3.8051 -0.0107
48 Si -1.2745 -3.0295 1.1316
49 C -0.4147 -4.4136 2.1401
50 C -2.3115 -2.0472 2.3947
51 C -0.0566 -2.1956 -0.1023
52 Si 1.2942 -3.1756 -1.0325
53 C 2.8083 -2.2290 -1.7096
54 C 2.0991 -4.6301 -0.0774
55 C 0.3869 -3.8741 -2.5747
56 H -3.3520 -4.3370 0.5713
57 H -2.1897 -4.5013 -0.7308
58 H -3.1184 -3.0238 -0.5634
59 H -1.0512 -4.7326 2.9596
60 H 0.5219 -4.0740 2.5686
61 H -0.2087 -5.2868 1.5323
62 H -3.2407 -2.5694 2.6127
63 H -2.5736 -1.0751 1.9928
64 H -1.7869 -1.8892 3.3332
65 H -0.7152 -1.8415 -0.8962
66 H 3.4858 -1.9556 -0.9052
67 H 2.5241 -1.3201 -2.2233
68 H 3.3737 -2.8338 -2.4142
69 H 2.4525 -4.3117 0.8990
70 H 2.9596 -5.0007 -0.6297
71 H 1.4211 -5.4645 0.0671
72 H -0.1056 -3.0765 -3.1245
73 H -0.3786 -4.5906 -2.2955
74 H 1.0688 -4.3713 -3.2585

Total charge: -1
LUMO level: 2.02 eV
Kohn-Sham gap: 6.76 eV
E_HOMO: -4.738 eV

Okay, here come the Löwdin numbers, in e, for every atom: number 1, Sn, carries 0.7030; number 2, Se, carries -0.0617; number 3, Te, carries 0.1730; number 4, Te, carries 0.1119; number 5, Se, carries -0.1385; number 6, Cl, carries 0.7131; number 7, C, carries -0.5929; number 8, C, carries -0.1301; number 9, C, carries -0.6206; number 10, Cl, carries 0.6618; number 11, C, carries -0.1765; number 12, C, carries -0.0237; number 13, C, carries -0.0273; number 14, C, carries -0.1350; number 15, N, carries 0.0175; number 16, C, carries -0.1868; number 17, C, carries -0.4339; number 18, O, carries -0.2079; number 19, H, carries 0.1018; number 20, H, carries 0.0866; number 21, H, carries 0.1067; number 22, H, carries 0.0852; number 23, N, carries -0.0034; number 24, C, carries -0.3361; number 25, C, carries -0.1702; number 26, C, carries -0.0253; number 27, C, carries -0.0850; number 28, C, carries -0.1086; number 29, C, carries -0.0968; number 30, C, carries -0.0333; number 31, C, carries -0.1715; number 32, C, carries -0.0345; number 33, C, carries -0.0950; number 34, C, carries -0.0984; number 35, C, carries -0.0977; number 36, C, carries -0.0827; number 37, H, carries 0.1040; number 38, H, carries 0.0982; number 39, H, carries 0.0919; number 40, H, carries 0.0949; number 41, H, carries 0.1155; number 42, H, carries 0.1149; number 43, H, carries 0.0945; number 44, H, carries 0.0941; number 45, H, carries 0.0818; number 46, H, carries 0.0396; number 47, C, carries -0.1720; number 48, Si, carries 0.4803; number 49, C, carries -0.1842; number 50, C, carries -0.2274; number 51, C, carries -0.3878; number 52, Si, carries 0.4677; number 53, C, carries -0.2116; number 54, C, carries -0.1877; number 55, C, carries -0.1755; number 56, H, carries 0.0204; number 57, H, carries 0.0073; number 58, H, carries 0.0161; number 59, H, carries 0.0191; number 60, H, carries 0.0227; number 61, H, carries 0.0042; number 62, H, carries 0.0263; number 63, H, carries -0.0112; number 64, H, carries -0.0232; number 65, H, carries -0.0497; number 66, H, carries -0.0387; number 67, H, carries -0.0251; number 68, H, carries 0.0275; number 69, H, carries 0.0157; number 70, H, carries 0.0206; number 71, H, carries 0.0073; number 72, H, carries 0.0156; number 73, H, carries 0.0085; number 74, H, carries 0.0182

***

[2]
DFT (wB97M-V/def2-TZVPD) results for C27H49F2NO2Si2V as an isolated structure in a non-equilibrium geometry.

Cartesian coordinates (Å):
1 O 0.5754 1.1943 -3.0916
2 O 2.7522 1.6364 -2.6400
3 C 0.2298 0.1330 -4.0712
4 C -1.2351 -0.2313 -4.1107
5 H 0.8576 -0.6914 -3.7241
6 H 0.5843 0.4799 -5.0568
7 H -1.6306 -0.5774 -3.1484
8 H -1.3242 -1.0569 -4.8206
9 H -1.8392 0.5905 -4.5097
10 C -0.4566 2.2480 -2.8224
11 C -0.2959 3.3286 -3.8475
12 H -0.2401 2.5486 -1.7978
13 H -1.4398 1.7777 -2.8520
14 H 0.7331 3.6972 -3.8702
15 H -0.9748 4.1508 -3.6013
16 H -0.5464 2.9383 -4.8379
17 C 3.0548 2.2497 -1.3435
18 C 3.8464 1.0475 -3.3714
19 C 2.3469 3.5751 -1.2860
20 H 4.1556 2.3510 -1.2645
21 H 2.7119 1.5389 -0.5653
22 H 2.3467 4.0424 -2.2669
23 H 2.8333 4.2512 -0.5869
24 H 1.3223 3.4188 -0.9577
25 C 4.1494 1.9564 -4.5262
26 H 3.5134 0.0472 -3.6774
27 H 4.6737 0.9503 -2.6538
28 H 3.2317 2.1988 -5.0824
29 H 4.8544 1.4899 -5.2056
30 H 4.5924 2.8837 -4.1390
31 H 1.6195 1.6199 -3.1216
32 V -0.8935 -0.8734 1.6710
33 C 0.8192 -0.4696 1.0878
34 Si 2.1619 -1.7123 0.6290
35 H 1.2667 0.4376 1.5111
36 H 0.5194 -0.1085 0.0629
37 C 1.9463 -2.4729 -1.0819
38 C 2.1897 -2.9919 1.9793
39 C 3.8076 -0.8219 0.5237
40 C -1.4482 -2.5335 0.8263
41 Si -2.3140 -3.3146 2.2951
42 H -0.6233 -3.1525 0.4312
43 H -2.1742 -2.4073 -0.0010
44 C -1.0786 -4.2415 3.3496
45 C -3.6085 -4.4855 1.6137
46 C -3.1389 -1.9854 3.3545
47 H 4.5972 -1.4643 0.9329
48 H 3.7901 0.1055 1.1074
49 H 4.0929 -0.5626 -0.5045
50 H 1.1655 -3.2428 -1.1009
51 H 2.8920 -2.9539 -1.3826
52 H 1.7137 -1.7258 -1.8549
53 H 1.3364 -3.6759 1.9360
54 H 2.1952 -2.4907 2.9567
55 H 3.1082 -3.5919 1.9097
56 H -3.2641 -4.9703 0.6900
57 H -4.5462 -3.9587 1.3900
58 H -3.8180 -5.2677 2.3554
59 H -3.7527 -1.2776 2.7806
60 H -2.4690 -1.4111 4.0104
61 H -3.8287 -2.5299 4.0182
62 H -1.6414 -4.9993 3.9130
63 H -0.5637 -3.5963 4.0743
64 H -0.3234 -4.7653 2.7492
65 F 1.0002 1.4623 6.2061
66 C 0.0457 1.4100 5.2068
67 C 0.1716 0.3915 4.2596
68 C -0.8110 0.3472 3.2832
69 C -1.7616 1.3780 3.1090
70 C -1.8430 2.3361 4.1367
71 F -2.8253 3.3096 4.0889
72 C -0.9606 2.3639 5.2008
73 C -2.5859 1.3269 1.9079
74 C -3.7782 1.9958 1.6765
75 C -4.5056 1.7492 0.5165
76 C -3.9561 0.9146 -0.4574
77 C -2.7329 0.3075 -0.2379
78 N -2.1099 0.4112 0.9817
79 H 0.9867 -0.3198 4.2826
80 H -1.0330 3.1236 5.9833
81 H -4.1554 2.6378 2.4655
82 H -5.4945 2.1977 0.3927
83 H -4.5150 0.7034 -1.3808
84 H -2.2538 -0.3219 -1.0043

Total charge: 0
LUMO level (alpha / beta): -0.26 / -0.26 eV
Kohn-Sham gap (alpha / beta): 3.66 / 6.38 eV
E_HOMO (alpha / beta): -3.924 / -6.643 eV
2S+1: 4
Relative energy (zero: lowest compared OMol25 entry of this formula, charge and spin): 85.20 kcal per mole

Okay, here come the Löwdin numbers, in e, for every atom: number 1, O, carries -0.1286; number 2, O, carries -0.1918; number 3, C, carries -0.1547; number 4, C, carries -0.0527; number 5, H, carries 0.1142; number 6, H, carries 0.1321; number 7, H, carries 0.0831; number 8, H, carries 0.0967; number 9, H, carries 0.0862; number 10, C, carries -0.1509; number 11, C, carries -0.0432; number 12, H, carries 0.1169; number 13, H, carries 0.1061; number 14, H, carries 0.0719; number 15, H, carries 0.1012; number 16, H, carries 0.0874; number 17, C, carries -0.1603; number 18, C, carries -0.2051; number 19, C, carries -0.0414; number 20, H, carries 0.1368; number 21, H, carries 0.1160; number 22, H, carries 0.0789; number 23, H, carries 0.0933; number 24, H, carries 0.0720; number 25, C, carries -0.0509; number 26, H, carries 0.1305; number 27, H, carries 0.1268; number 28, H, carries 0.0860; number 29, H, carries 0.0838; number 30, H, carries 0.0921; number 31, H, carries 0.0706; number 32, V, carries 0.6443; number 33, C, carries -0.3844; number 34, Si, carries 0.4220; number 35, H, carries 0.0206; number 36, H, carries 0.0142; number 37, C, carries -0.1760; number 38, C, carries -0.1734; number 39, C, carries -0.1914; number 40, C, carries -0.3754; number 41, Si, carries 0.3915; number 42, H, carries -0.0091; number 43, H, carries 0.0092; number 44, C, carries -0.1844; number 45, C, carries -0.1944; number 46, C, carries -0.1810; number 47, H, carries 0.0297; number 48, H, carries 0.0259; number 49, H, carries 0.0085; number 50, H, carries 0.0228; number 51, H, carries 0.0319; number 52, H, carries 0.0009; number 53, H, carries 0.0062; number 54, H, carries 0.0392; number 55, H, carries 0.0309; number 56, H, carries 0.0273; number 57, H, carries 0.0293; number 58, H, carries 0.0200; number 59, H, carries 0.0404; number 60, H, carries 0.0246; number 61, H, carries 0.0351; number 62, H, carries 0.0274; number 63, H, carries 0.0347; number 64, H, carries 0.0181; number 65, F, carries 0.0030; number 66, C, carries -0.2603; number 67, C, carries -0.0511; number 68, C, carries -0.2064; number 69, C, carries -0.1444; number 70, C, carries -0.1922; number 71, F, carries 0.0183; number 72, C, carries 0.0336; number 73, C, carries -0.2320; number 74, C, carries -0.0376; number 75, C, carries -0.1280; number 76, C, carries -0.1270; number 77, C, carries -0.1641; number 78, N, carries -0.0902; number 79, H, carries 0.0984; number 80, H, carries 0.1267; number 81, H, carries 0.1027; number 82, H, carries 0.0900; number 83, H, carries 0.0925; number 84, H, carries 0.0796

***

Which of these has the highest total charge?
C27H49F2NO2Si2V